[1]
Here is C36H37BaN9O4S as an isolated structure from OMol25. Energies are from wB97M-V/def2-TZVPD.

The geometry in XYZ format:
```
88
Properties=species:S:1:pos:R:3:forces:R:3
Ba -0.328 -0.526 0.183 -0.246 0.391 -0.321
C -2.967 2.630 -0.466 0.012 0.022 -0.016
C -1.763 2.719 0.470 -0.034 -0.011 -0.011
C -1.888 1.921 1.779 -0.009 -0.111 0.000
N -0.571 1.383 2.092 -0.026 0.346 0.219
C 0.327 2.074 2.711 0.025 -0.056 -0.032
C 0.064 3.355 3.314 0.015 0.018 0.003
C 0.775 4.108 4.218 -0.023 0.003 -0.010
C 2.036 3.914 4.786 0.013 -0.014 0.000
C 2.916 2.903 4.418 0.005 -0.005 -0.001
C 2.804 1.894 3.483 -0.013 0.007 0.021
C 1.718 1.471 2.642 0.051 -0.010 -0.005
N 1.847 0.541 1.745 -0.104 0.018 0.021
C 3.152 -0.016 1.484 0.061 -0.013 0.019
C 3.165 -0.933 0.263 -0.090 0.018 0.009
C 3.136 -0.240 -1.098 0.042 -0.016 -0.024
N 1.868 0.380 -1.424 -0.065 -0.065 0.043
C 1.780 1.050 -2.539 0.028 -0.059 -0.003
C 2.848 1.083 -3.497 0.016 0.012 -0.019
C 3.078 1.828 -4.644 -0.007 0.006 0.004
C 2.348 2.848 -5.226 -0.007 -0.016 0.024
C 1.107 3.286 -4.748 -0.009 -0.005 0.012
C 0.308 2.796 -3.749 -0.007 0.039 -0.047
C 0.433 1.682 -2.829 0.006 -0.047 -0.024
N -0.580 1.198 -2.186 0.087 0.012 0.009
C -1.932 1.593 -2.592 -0.003 0.000 0.006
C -2.558 2.834 -1.927 0.002 -0.015 -0.004
H -3.720 3.376 -0.184 0.000 -0.002 -0.002
H -3.451 1.652 -0.369 -0.002 -0.002 0.001
H -1.500 3.762 0.679 -0.015 0.005 0.003
H -0.898 2.321 -0.066 0.014 0.019 0.012
H -2.558 1.070 1.612 0.028 -0.009 -0.010
H -2.344 2.511 2.584 0.038 0.035 0.000
H -0.899 3.771 3.050 -0.004 -0.002 -0.002
H 0.256 5.007 4.546 0.005 0.001 0.006
H 2.373 4.633 5.524 -0.004 0.004 0.001
H 3.877 2.920 4.932 -0.004 0.011 0.007
H 3.691 1.282 3.395 -0.004 -0.006 -0.006
H 3.501 -0.599 2.352 -0.001 -0.003 -0.003
H 3.897 0.782 1.328 0.003 -0.004 0.006
H 2.358 -1.671 0.321 0.016 -0.018 0.084
H 4.092 -1.516 0.309 0.007 0.000 -0.045
H 3.391 -1.007 -1.851 0.007 0.006 0.004
H 3.955 0.497 -1.138 -0.009 0.006 0.006
H 3.648 0.389 -3.281 -0.001 0.001 0.009
H 4.014 1.580 -5.142 -0.004 0.014 -0.013
H 2.764 3.347 -6.093 0.006 -0.003 0.000
H 0.686 4.146 -5.265 0.015 0.002 -0.011
H -0.616 3.344 -3.627 -0.001 -0.012 0.016
H -2.572 0.741 -2.355 -0.004 -0.007 -0.006
H -1.956 1.738 -3.681 -0.014 0.001 0.005
H -3.454 3.065 -2.514 0.003 0.008 -0.001
H -1.897 3.706 -2.008 0.010 -0.008 0.003
N -0.389 -3.150 -3.432 0.001 -0.031 -0.013
C 0.445 -2.612 -2.519 -0.108 0.118 -0.012
N 0.445 -2.872 -1.260 0.042 -0.050 -0.088
C -0.531 -3.734 -0.751 -0.097 -0.060 -0.143
N -0.677 -3.965 0.503 0.075 -0.078 -0.127
N 0.158 -3.217 1.335 -0.104 -0.260 0.262
C -0.402 -3.037 2.465 -0.072 0.042 -0.092
C 0.205 -2.175 3.500 0.042 0.006 0.021
C -0.602 -1.179 4.041 -0.048 0.003 0.024
C -0.049 -0.304 4.960 0.008 0.003 -0.008
C 1.276 -0.475 5.321 0.028 -0.014 -0.007
C 1.989 -1.514 4.738 0.000 0.016 0.015
N 1.484 -2.354 3.843 -0.005 0.003 -0.038
C -1.481 -4.359 -1.690 0.244 -0.055 0.007
C -2.514 -5.185 -1.261 -0.331 0.373 0.094
C -3.432 -5.676 -2.164 0.034 -0.149 -0.052
C -3.321 -5.362 -3.516 -0.008 0.007 -0.012
C -2.308 -4.536 -3.962 0.018 -0.007 0.055
C -1.398 -4.029 -3.038 0.006 0.027 -0.030
H -0.413 -2.750 -4.354 -0.010 0.003 0.000
H 1.157 -1.887 -2.906 -0.002 0.019 0.028
H -1.417 -3.397 2.634 0.003 -0.023 -0.042
H -1.621 -1.068 3.686 0.003 -0.014 -0.016
H -0.630 0.521 5.352 0.004 0.000 0.006
H 1.767 0.203 6.005 -0.014 0.013 0.002
H 3.034 -1.665 4.996 -0.002 -0.005 -0.003
H -2.656 -5.293 -0.196 0.097 -0.174 -0.003
H -4.270 -6.267 -1.819 0.006 0.003 0.023
H -4.057 -5.735 -4.218 0.014 0.008 -0.019
H -2.234 -4.254 -5.005 0.001 0.009 -0.002
O -4.060 -2.813 -0.402 -0.018 0.034 0.050
S -3.503 -1.470 -0.203 -0.101 -0.126 -0.094
O -4.529 -0.419 -0.202 0.001 -0.039 -0.019
O -2.491 -1.178 -1.291 0.196 -0.180 0.196
O -2.731 -1.417 1.093 0.298 0.091 0.097
```
Forces are in eV/Å.

Energy = -2611.599109 hartree
Energy relative to the best compared isomer or geometry (same formula, charge and spin) = 5.6 kJ/mol
HOMO energy = -1.708 eV
Kohn-Sham gap = 5.77 eV
Net charge = -2
Molar mass = 829.1 Da
Maximum force = 0.6 eV/A

***

[2]
Here is one molecule with the formula C23H21N3O2S at a distorted geometry from OMol25. Energies are from wB97M-V/def2-TZVPD.

The geometry in XYZ format:
```
50
Properties=species:S:1:pos:R:3:forces:R:3
O 1.620 1.467 -2.222 -0.099 -0.099 0.440
S -1.675 -1.331 -0.524 1.030 0.343 0.679
O -2.524 1.037 3.393 0.351 -0.370 -0.205
C 0.756 0.649 -1.866 2.268 2.325 0.642
C -0.529 -0.268 0.199 -0.910 1.244 -1.174
C 2.149 3.375 1.400 0.773 -0.201 0.817
C 0.679 1.966 2.834 1.788 1.998 -0.251
C 1.767 2.575 0.350 -0.819 -0.439 0.983
C 0.242 1.243 1.727 1.639 -0.533 -0.666
C 0.387 0.652 -0.420 -1.853 -3.610 -1.943
C -2.034 -2.491 4.348 2.514 -3.246 -2.105
C -0.959 -2.854 3.406 -2.097 1.092 0.868
C -2.529 -1.243 4.318 -2.078 0.042 2.927
C 0.434 -1.917 -4.428 -2.081 -2.010 -0.346
C 2.138 -0.298 -4.451 0.151 -0.227 -0.141
C -0.493 -1.947 2.471 -1.498 0.067 2.672
C 1.050 -2.618 -5.474 1.846 3.373 1.508
C 2.874 -0.939 -5.477 -3.090 -1.631 0.167
C -2.072 -0.296 3.513 1.860 3.395 -3.062
C 0.908 -0.751 -3.881 2.546 0.326 -1.010
C -1.039 -0.654 2.614 0.137 -0.797 -1.494
C 2.285 -2.118 -5.983 -0.563 -1.296 -0.123
C 1.743 3.056 2.701 -3.143 -2.250 1.497
N 0.262 -0.203 -2.754 -0.390 -0.885 -0.677
N -0.599 0.139 1.529 1.308 2.849 0.545
N 0.918 1.436 0.521 0.936 4.115 0.184
C 2.807 -2.954 -7.155 -1.699 2.393 -0.724
C -3.278 3.270 4.350 -0.777 -0.271 -0.672
C -3.359 1.716 4.346 -0.786 1.093 -0.532
H 2.888 4.200 1.152 -1.197 -1.096 0.548
H 0.148 1.697 3.747 0.535 0.442 0.142
H 2.133 2.992 -0.560 -0.423 -1.266 -1.144
H -2.529 -3.278 4.936 0.551 0.522 -0.117
H -0.591 -3.819 3.209 0.047 -1.456 0.730
H -3.292 -0.963 5.031 -0.300 -0.107 -0.012
H -0.518 -2.389 -4.053 0.959 0.746 -0.162
H 2.572 0.567 -4.051 0.311 1.215 0.533
H 0.224 -2.329 1.744 -0.253 0.873 -0.011
H 0.569 -3.463 -5.850 -0.426 -1.303 -0.644
H 3.713 -0.561 -6.036 0.365 0.426 0.580
H 2.052 3.593 3.655 -0.425 -0.761 -1.603
H -0.495 -0.758 -2.445 -1.018 -0.775 0.627
H 3.833 -2.759 -7.412 0.409 -0.040 -0.087
H 2.608 -3.988 -6.968 0.064 -0.640 -0.110
H 2.124 -2.566 -8.002 1.288 -1.025 0.757
H -3.567 3.660 3.382 -0.472 0.063 -0.223
H -2.339 3.731 4.501 1.463 -0.086 0.442
H -3.943 3.715 5.134 0.276 -0.760 -0.676
H -3.071 1.458 5.315 0.244 -1.040 1.664
H -4.449 1.560 4.187 0.736 -0.724 -0.038
```
Forces are in eV/Å.

Energy = -1601.880979 hartree
Energy relative to the best compared isomer or geometry (same formula, charge and spin) = 428.0 kJ/mol
HOMO energy = -7.296 eV
Kohn-Sham gap = 6.77 eV
Molar mass = 403.5 Da
Maximum force = 4.9 eV/A

***

[3]
Here is C4H5BiO2 as an isolated structure at a distorted geometry from OMol25. Energies are from wB97M-V/def2-TZVPD.

The geometry in XYZ format:
```
12
Properties=species:S:1:pos:R:3:forces:R:3
O -2.019 1.593 -0.182 -1.745 -1.813 2.268
C -1.686 0.558 -1.012 2.300 -0.802 -1.696
C -0.532 -0.139 -0.865 -1.119 0.292 -0.713
C 0.410 -0.035 0.224 1.134 -0.520 0.597
C 1.566 -0.767 0.243 -2.670 0.636 -1.461
O 2.458 -0.801 1.181 1.212 -0.656 -0.136
Bi 2.951 -0.194 3.045 0.056 0.429 0.928
H -2.290 0.440 -1.917 0.044 0.007 0.362
H -2.489 1.006 0.502 0.636 2.176 -0.668
H -0.297 -0.844 -1.668 -0.116 0.085 0.304
H 0.173 0.608 1.077 0.100 -0.089 -0.285
H 1.755 -1.424 -0.628 0.168 0.254 0.499
```
Forces are in eV/Å.

Energy = -520.380857 hartree
HOMO energy (alpha / beta) = -7.289 / -7.438 eV
Kohn-Sham gap (alpha / beta) = 5.82 / 5.97 eV
Molar mass = 294.1 Da
Maximum force = 3.4 eV/A

***

Question: The lowest maximum force belongs to which entry?
Answer: C36H37BaN9O4S

***

Question: Which of these has the highest molar mass?
Answer: C36H37BaN9O4S